The following is a DFT calculation (ωB97M-V/def2-TZVPD) of one molecule with the formula C3H8N2O.

Element x y z (Å)
C: -0.7284 -0.8751 1.1135
C: -0.7453 -0.1212 0.0172
N: -1.6031 -0.3355 -1.0514
C: 0.1277 1.1083 -0.1233
O: 1.2860 1.0975 0.6835
N: 2.2222 0.1005 0.3553
H: -0.1207 -0.6061 1.9570
H: -1.3512 -1.7470 1.2085
H: -2.0650 -1.2315 -1.0527
H: -1.2767 -0.0455 -1.9599
H: -0.4220 1.9952 0.2044
H: 0.4047 1.2471 -1.1838
H: 1.7704 -0.8104 0.4521
H: 2.5012 0.2238 -0.6203

E (a.u.): -303.77264
Energy relative to the best compared isomer or geometry (same formula, charge and spin) (eV): 3.251
Structure (SMILES): C=C(N)CON
Spin multiplicity: 1

Atomic partial charges in e from the Mulliken method, atoms 1 to 4:
1 C -1.194
2 C 0.724
3 N -0.483
4 C -0.504

=====

The following is a DFT calculation (ωB97M-V/def2-TZVPD) of one molecule with the formula C3H8N2O.

Element x y z (Å)
H: -1.6927 1.9979 -0.8431
N: -0.6251 1.7392 -1.1316
C: -0.3757 0.6530 -0.5113
C: 0.7755 -0.1831 -0.9781
C: 1.3453 -0.5529 0.5065
N: -1.0001 0.2360 0.6171
O: -1.6653 -1.1071 0.4101
H: -0.0601 -1.0426 -1.0817
H: 1.4703 0.4725 -1.8531
H: 1.3905 0.4565 1.1716
H: 0.8838 -1.3591 1.2520
H: 2.6100 -0.7851 0.2985
H: -1.8455 1.0889 1.0118
H: -1.2110 -1.6139 1.1312

E (a.u.): -303.62708
Energy relative to the best compared isomer or geometry (same formula, charge and spin) (eV): 7.212
Structure (SMILES): [H]/N=C(/CC)NO
Spin multiplicity: 1

Atomic partial charges in e from the Mulliken method, atoms 1 to 4:
1 H 0.195
2 N -0.654
3 C 0.199
4 C -0.141

=====

The following is a DFT calculation (ωB97M-V/def2-TZVPD) of one molecule with the formula C3H8N2O.

Element x y z (Å)
C: 1.4776 -1.5624 0.4996
C: 0.1579 -0.8548 0.2795
O: -0.8404 -1.1769 0.8945
N: 0.1609 0.1538 -0.6332
C: -1.0559 0.9141 -0.8425
N: -1.3546 1.8960 0.2127
H: 1.7897 -1.9751 -0.4594
H: 1.3179 -2.3751 1.1967
H: 2.2738 -0.8963 0.8098
H: 1.0681 0.5273 -0.8751
H: -1.8506 0.1941 -0.9527
H: -0.8886 1.5489 -1.7121
H: -0.4674 2.2056 0.5962
H: -1.7884 1.4007 0.9859

E (a.u.): -303.87379
Energy relative to the best compared isomer or geometry (same formula, charge and spin) (eV): 0.499
Structure (SMILES): CC(=O)NCN
Spin multiplicity: 1

Atomic partial charges in e from the Mulliken method, atoms 1 to 4:
1 C -1.137
2 C 0.688
3 O -0.619
4 N -0.248

=====

The following is a DFT calculation (ωB97M-V/def2-TZVPD) of one molecule with the formula C3H8N2O.

Element x y z (Å)
H: -0.5448 2.7695 -1.4222
N: -0.3146 2.1119 -0.6903
C: -0.3415 0.8772 -1.0808
O: -0.5456 0.1355 -2.0234
N: 0.0646 0.1586 0.3129
C: 1.3552 -0.5321 0.2108
C: -1.0095 -0.7046 0.8189
H: 0.1116 1.0971 0.7536
H: 2.1115 0.1773 -0.1304
H: 1.6418 -0.9458 1.1813
H: 1.2537 -1.3366 -0.5226
H: -1.1627 -1.5180 0.1049
H: -0.7382 -1.1144 1.7955
H: -1.9269 -0.1188 0.8984

E (a.u.): -303.83376
Energy relative to the best compared isomer or geometry (same formula, charge and spin) (eV): 1.588
Structure (SMILES): [H]/N=C(\[O-])[NH+](C)C
Spin multiplicity: 1

Atomic partial charges in e from the Mulliken method, atoms 1 to 4:
1 H 0.233
2 N -0.740
3 C 0.438
4 O -0.612

=====

The following is a DFT calculation (ωB97M-V/def2-TZVPD) of one molecule with the formula C3H8N2O.

Element x y z (Å)
C: -1.5125 1.0946 0.6071
N: -0.9163 -0.0683 -0.0190
C: 0.3305 -0.0022 -0.3911
N: 1.1779 1.0693 -0.2048
C: 0.8926 -1.3063 -0.8295
O: 0.2787 -2.2620 0.3432
H: -2.5791 0.9165 0.7609
H: -1.0569 1.3163 1.5782
H: -1.4285 1.9781 -0.0372
H: 0.9152 1.7225 0.5210
H: 2.1696 0.8653 -0.2165
H: 0.4381 -1.6498 -1.7558
H: 1.9803 -1.3646 -0.8221
H: -0.6894 -2.3095 0.4656

E (a.u.): -303.80297
Energy relative to the best compared isomer or geometry (same formula, charge and spin) (eV): 2.426
Structure (SMILES): C/N=C(\N)CO
Spin multiplicity: 1

Atomic partial charges in e from the Mulliken method, atoms 1 to 4:
1 C -0.982
2 N -0.477
3 C 0.612
4 N -0.490

=====

The following is a DFT calculation (ωB97M-V/def2-TZVPD) of one molecule with the formula C3H8N2O.

Element x y z (Å)
C: 1.0502 0.9299 -0.2500
C: -0.0090 -0.1329 -0.5421
N: 1.1091 -1.8380 0.6080
N: -1.9517 0.9358 0.2761
C: -1.1305 -0.0650 0.4350
O: 0.5339 -1.4301 -0.6529
H: 1.3138 -2.8213 0.4534
H: 0.3407 -1.7789 1.2832
H: -2.7132 1.0671 0.9275
H: -1.9143 1.6036 -0.5012
H: -0.5637 -0.0017 -1.5112
H: 1.8570 0.8462 -0.9741
H: 0.6239 1.9301 -0.2974
H: 1.4537 0.7553 0.7458

E (a.u.): -303.72146
Energy relative to the best compared isomer or geometry (same formula, charge and spin) (eV): 4.644
Spin multiplicity: 1

Atomic partial charges in e from the Mulliken method, atoms 1 to 4:
1 C -1.130
2 C 0.625
3 N -0.543
4 N -0.101